19
Properties=species:S:1:pos:R:3 method="wB97M-V/def2-TZVPD" lumo_ha=-0.00929 relative_energy_kcal_mol=183.1 smiles="CN(O)N=O.CNC" largest_force_ev_per_a=4.60 molar_mass_g_mol=121.1 gap_ev=7.65 homo_energy_ev=-7.90
C -1.6242 1.0945 1.5328
C -2.0017 -1.1627 0.6803
N -1.2001 0.0388 0.6421
N 0.1538 0.5797 -1.3956
O -0.0384 1.7575 -1.2197
H -3.0493 -0.9535 0.4340
H -1.2807 0.8713 2.5487
H -1.1487 2.0303 1.2159
H -2.7019 1.2726 1.4512
H -1.9333 -1.6789 1.6442
H -1.6679 -1.8579 -0.0939
C 2.5982 0.2227 -1.5043
N 1.4196 0.0397 -0.6616
O 1.3622 -1.3093 -0.1531
H 2.2943 -1.6146 -0.1387
H -0.0770 -0.0640 0.5169
H 2.2381 0.5783 -2.4805
H 3.4809 0.8383 -1.2942
H 3.1760 -0.6828 -1.7243

=====

94
Properties=species:S:1:pos:R:3 method="wB97M-V/def2-TZVPD" spin_multiplicity=3 lumo_ha="-0.21741 / -0.21633" s_squared=2.00 largest_force_ev_per_a=3.26 total_charge=+2 molar_mass_g_mol=856.5 gap_ev="7.72 / 7.75" homo_energy_ev="-13.64 / -13.63"
Tm -0.1436 0.4068 -0.7395
P 2.0617 2.1274 -0.9639
P -1.8942 -0.7788 -2.4925
N -0.8142 2.1388 -2.0929
C 1.0471 3.6316 -1.3331
H 1.1626 4.2751 -0.4559
H 1.5463 4.1337 -2.1756
C -0.4533 3.5239 -1.6385
H -1.0599 3.7526 -0.7441
H -0.7835 4.2493 -2.4099
C -2.1428 2.0774 -2.9075
H -1.8663 2.2082 -3.9846
H -2.7803 2.9437 -2.6101
C -2.8888 0.7565 -2.6407
H -3.5870 0.6124 -3.4756
H -3.4828 0.8456 -1.7230
C -3.1950 -1.9027 -1.7957
C -3.1943 -1.9550 -0.2541
H -3.4041 -0.9701 0.2052
H -2.2538 -2.3801 0.1589
H -4.0080 -2.6625 0.0346
C -1.8176 -1.1752 -4.2791
C -0.7953 -2.2645 -4.6350
H -0.4914 -2.0858 -5.6808
H -1.1942 -3.2947 -4.5633
H 0.1340 -2.1885 -4.0566
C 3.4102 2.3675 -2.1743
C 4.4833 1.2790 -2.1015
H 5.0479 1.3203 -3.0409
H 4.0522 0.2750 -2.1021
H 5.1896 1.3615 -1.2545
C 2.9115 2.3735 0.6723
C 3.7516 1.1552 1.0774
H 3.5764 0.9399 2.1393
H 4.8300 1.3263 0.9419
H 3.5072 0.2553 0.5060
C 1.0941 -0.4597 -2.3159
C -3.2129 -1.4217 -4.9002
H -4.0701 -1.3498 -4.2086
H -3.3967 -0.6468 -5.6607
H -3.2741 -2.3977 -5.4136
C 4.0081 3.7824 -2.2937
H 5.0980 3.7339 -2.4392
H 3.5765 4.2749 -3.1791
H 3.8329 4.4685 -1.4547
C 3.6625 3.6790 0.8416
H 3.9439 3.7428 1.8988
H 4.5913 3.7004 0.2679
H 3.0506 4.5537 0.5993
C -3.0571 -3.3120 -2.3706
H -2.0166 -3.6564 -2.3650
H -3.6486 -3.9835 -1.7347
H -3.4356 -3.3727 -3.3979
H -4.1594 -1.4654 -2.1194
H 2.0346 2.3991 1.3414
H -1.4241 -0.2214 -4.6742
H 2.8687 2.1856 -3.1146
O 1.3954 -1.1643 -1.2713
H -0.0964 1.8859 -2.7975
H 1.4959 -0.4897 -3.3435
C -2.0275 -4.9377 3.4640
C -2.5586 -3.7343 3.9571
C -2.1009 -2.5013 3.4773
C -1.0787 -2.4516 2.5362
C -0.6159 -3.6356 1.9648
C -1.0728 -4.8740 2.4393
Sb -0.0750 -0.5572 2.0878
C -1.4766 0.9322 2.9774
C -2.3249 1.6131 2.1023
C -3.2992 2.4893 2.6082
C -3.4245 2.6622 3.9990
C -2.5613 1.9887 4.8729
C -1.5758 1.1238 4.3595
C 1.8243 -1.1448 3.0726
C 2.1028 -0.8919 4.4131
C 3.1448 -1.5809 5.0526
C 3.9300 -2.5096 4.3411
C 3.6756 -2.6984 2.9664
C 2.6384 -1.9952 2.3357
H -2.3404 -5.9097 3.8881
H -3.3153 -3.7678 4.7452
H -2.5402 -1.5872 3.8675
H 0.1207 -3.6151 1.1635
H -0.6736 -5.8021 2.0263
H -2.2714 1.4671 1.0170
H -3.9646 3.0247 1.9244
H -4.2056 3.3220 4.3903
H -2.6586 2.1325 5.9576
H -0.9150 0.5987 5.0496
H 1.5073 -0.1877 4.9823
H 3.3439 -1.4371 6.1234
H 4.7161 -3.1010 4.8510
H 4.2793 -3.4212 2.4049
H 2.4710 -2.1564 1.2766

=====

133
Properties=species:S:1:pos:R:3 method="wB97M-V/def2-TZVPD" spin_multiplicity=2 lumo_ha="0.06380 / 0.06117" s_squared=0.75 largest_force_ev_per_a=5.24 total_charge=-1 molar_mass_g_mol=1116.7 gap_ev="1.58 / 10.37" homo_energy_ev="0.16 / -8.71"
C -21.9994 3.6738 -14.3410
C -21.9730 5.0158 -13.4659
C -21.9989 6.2846 -14.2371
O -22.9978 6.9782 -13.5834
C -23.7967 6.1800 -12.8366
O -24.7574 6.5335 -12.1825
O -23.1679 5.0057 -12.6941
H -21.0945 3.4822 -14.9178
H -22.8397 3.6504 -15.0348
H -22.1484 2.8977 -13.5903
H -21.2193 4.9132 -12.6852
H -22.1970 6.2022 -15.3057
H -21.0560 6.8306 -14.2060
C -14.1785 4.1615 -9.1971
C -15.2798 3.1192 -9.5554
C -16.4533 3.0242 -8.5482
O -17.5777 3.3336 -9.3805
C -17.2426 3.4325 -10.6672
O -18.0164 3.5691 -11.6435
O -15.9422 3.4606 -10.7394
H -14.5982 5.1673 -9.1776
H -13.5089 4.2198 -10.0552
H -13.6373 3.9917 -8.2663
H -14.7688 2.1575 -9.6014
H -16.4059 3.8618 -7.8523
H -16.6333 2.0318 -8.1349
C -14.4962 9.9227 -8.2670
C -14.7717 10.0084 -9.7838
C -16.1334 10.5088 -10.2062
O -15.8276 11.4730 -11.1785
C -14.5606 11.7437 -11.2462
O -14.0242 12.5922 -11.8988
O -13.8929 11.0046 -10.3661
H -15.2540 9.4231 -7.6634
H -14.5131 10.9549 -7.9173
H -13.4902 9.5523 -8.0698
H -14.5355 9.0691 -10.2838
H -16.6826 10.9734 -9.3873
H -16.7140 9.6559 -10.5577
C -17.8528 8.4108 -16.7130
C -17.2129 7.1090 -17.2274
C -16.0327 6.6771 -16.3261
O -16.2484 5.3328 -16.2611
C -17.5375 4.9933 -16.6523
O -18.0892 3.8972 -16.4241
O -18.1500 6.0623 -17.1291
H -18.2131 8.2321 -15.6998
H -18.6233 8.8387 -17.3544
H -17.0889 9.1417 -16.4480
H -16.8740 7.2595 -18.2524
H -16.0635 7.1294 -15.3349
H -15.1550 6.9426 -16.9154
C -17.9230 10.7504 -14.2143
C -18.4836 12.0161 -13.5138
C -18.0135 13.3556 -13.9656
O -19.1887 14.1222 -13.9819
C -20.2668 13.3241 -13.9903
O -21.4342 13.6964 -14.1461
O -19.8606 12.0431 -13.8679
H -18.0756 9.9597 -13.4797
H -16.8633 10.7045 -14.4654
H -18.4325 10.5552 -15.1580
H -18.2573 12.0034 -12.4476
H -17.6312 13.3263 -14.9860
H -17.2022 13.7206 -13.3357
C -14.0234 3.2823 -14.9960
C -14.2342 2.9243 -13.5153
C -14.3485 1.4983 -13.0538
O -13.2493 1.3669 -12.1894
C -12.6091 2.5237 -12.0575
O -11.5246 2.6143 -11.4492
O -13.2276 3.5192 -12.6920
H -13.0489 2.9032 -15.3038
H -14.0808 4.3549 -15.1816
H -14.8203 2.8119 -15.5721
H -15.1217 3.5228 -13.3099
H -14.4039 0.8062 -13.8941
H -15.1570 1.3578 -12.3364
C -19.8850 9.1339 -5.2352
C -20.0627 8.6565 -6.6890
C -19.4694 9.4726 -7.7836
O -18.5323 8.6663 -8.3908
C -18.5428 7.4293 -7.9193
O -17.9052 6.5031 -8.4153
O -19.4011 7.3622 -6.8516
H -20.2712 8.3243 -4.6159
H -20.3877 10.0746 -5.0107
H -18.8057 9.1598 -5.0851
H -21.1212 8.5188 -6.9098
H -18.9834 10.3085 -7.2804
H -20.1921 9.9431 -8.4502
C -21.2214 8.6480 -10.8851
C -21.8109 9.8680 -11.6218
C -23.3406 9.9302 -11.5848
O -23.6842 11.2541 -11.1891
C -22.6144 11.9194 -10.9837
O -22.5309 13.1582 -10.9274
O -21.5936 11.0800 -10.9591
H -21.1379 7.7751 -11.5326
H -21.7360 8.3591 -9.9687
H -20.2133 8.8867 -10.5462
H -21.3974 10.0245 -12.6181
H -23.7658 9.2340 -10.8619
H -23.6963 9.6442 -12.5746
C -12.3025 6.9833 -13.0949
C -12.0988 7.8755 -14.2768
C -13.2390 7.7162 -15.3016
O -13.8254 8.9945 -15.3656
C -13.0663 9.9100 -14.7082
O -13.2390 11.0948 -14.7688
O -12.1033 9.2902 -13.9884
H -13.2853 7.1947 -12.6736
H -11.5355 7.2756 -12.3778
H -12.0565 5.9465 -13.3246
H -11.1262 7.5914 -14.6786
H -13.9158 6.9389 -14.9468
H -12.8356 7.2851 -16.2179
Cl -21.3421 2.5898 -10.6950
C -22.0552 3.7861 -9.5695
C -21.1186 4.9710 -9.3268
Cl -22.0161 6.2952 -8.3844
H -22.4020 3.2512 -8.6854
H -22.9384 4.1302 -10.1078
H -20.7468 5.4103 -10.2525
H -20.2480 4.6598 -8.7494
Cl -15.8480 8.2432 -12.7652
C -16.2649 6.7572 -11.8485
C -17.7338 6.8442 -11.4449
Cl -18.7176 6.5977 -12.8611
H -15.5926 6.9127 -11.0047
H -16.0236 5.9540 -12.5448
H -18.0728 7.8242 -11.1091
H -17.9795 6.0427 -10.7482

=====

80
Properties=species:S:1:pos:R:3 method="wB97M-V/def2-TZVPD" lumo_ha=0.08377 largest_force_ev_per_a=0.49 total_charge=-1 molar_mass_g_mol=752.3 gap_ev=6.88 homo_energy_ev=-4.60
Cd 1.1432 -2.8567 -0.0389
N -1.4273 -3.2987 0.4032
C -1.9032 -4.1472 -0.6968
C -0.7893 -4.9920 -1.3187
O -1.1018 -6.0789 -1.8295
N 0.4032 -4.4090 -1.3262
C 1.4852 -5.0941 -2.0220
C 2.8550 -4.4113 -1.8756
O 3.7176 -4.7097 -2.6987
O 3.0228 -3.5883 -0.8887
H -1.2026 -3.8554 1.2187
H -2.1158 -2.6164 0.6919
H -2.2651 -3.4789 -1.4828
H -2.7154 -4.8256 -0.4356
H 1.2820 -5.1760 -3.0886
H 1.5941 -6.1207 -1.6576
S 1.1880 -0.2243 -0.9005
C 0.2491 0.4340 0.4603
N -0.6182 1.5102 0.1034
C -1.6316 1.7563 1.1136
C -1.0137 1.7472 2.5110
N -0.4022 0.4555 2.7564
C -0.9966 -0.3283 3.8216
C -0.5813 0.1493 5.1964
C 0.7669 0.1548 5.5555
C 1.1562 0.5977 6.8104
C 0.2063 1.0476 7.7253
C -1.1345 1.0486 7.3741
C -1.5213 0.6013 6.1122
C 0.2937 -0.1443 1.6932
S 1.2501 -1.5698 2.1166
C 0.0162 2.7035 -0.4748
C 0.7733 3.5972 0.4872
C 0.2938 4.8550 0.8298
C 0.9790 5.6594 1.7372
C 2.1599 5.2083 2.3089
C 2.6577 3.9554 1.9616
C 1.9734 3.1606 1.0543
H -2.3729 0.9524 1.0565
H -2.1337 2.7035 0.9068
H -1.7594 1.9458 3.2827
H -0.2651 2.5325 2.5735
H -0.6988 -1.3637 3.6810
H -2.0912 -0.2782 3.7516
H 1.5009 -0.1890 4.8329
H 2.2066 0.5958 7.0789
H 0.5136 1.3972 8.7043
H -1.8807 1.4022 8.0761
H -2.5713 0.6045 5.8365
H -0.7616 3.2774 -0.9845
H 0.7138 2.3647 -1.2420
H -0.6333 5.2057 0.3865
H 0.5885 6.6364 1.9972
H 2.6919 5.8274 3.0215
H 3.5811 3.5966 2.4018
H 2.3562 2.1789 0.7927
C 0.6833 -3.7545 -5.3844
C 1.6703 -2.9246 -4.8699
C 1.3379 -1.9618 -3.9258
C 0.0198 -1.8228 -3.4801
C -0.9550 -2.6836 -3.9885
C -0.6273 -3.6416 -4.9376
Si -0.4419 -0.4607 -2.3161
C -0.6714 1.1183 -3.2972
C 0.4247 1.7603 -3.8811
C 0.2675 2.9501 -4.5787
C -0.9942 3.5237 -4.7037
C -2.0947 2.8988 -4.1347
C -1.9297 1.7067 -3.4362
H 0.9446 -4.5205 -6.1045
H 2.7044 -3.0568 -5.1603
H 2.1326 -1.3555 -3.4985
H -1.9772 -2.6225 -3.6251
H -1.3864 -4.3204 -5.3052
H -1.6947 -0.7371 -1.5765
H 1.4189 1.3321 -3.7826
H 1.1297 3.4338 -5.0225
H -1.1157 4.4585 -5.2387
H -3.0796 3.3414 -4.2297
H -2.7971 1.2320 -2.9846